Density functional theory data (ωB97M-V/def2-TZVPD) for a molecular structure, C10H25O15Zn.

Structure (XYZ):
```
51
Properties=species:S:1:pos:R:3:forces:R:3
Zn -0.4188 -2.7204 0.4947 1.6 0.0 1.0
O 3.2451 -0.2088 -1.2556 0.6 0.4 -0.2
O 2.2664 -1.6801 2.6734 0.5 -0.2 0.6
O -1.9528 -3.5302 1.5659 -2.1 -1.7 -0.8
O -1.0728 5.5219 -0.8089 2.4 0.9 0.0
O -0.6362 -2.2230 2.5606 -1.0 0.2 1.9
O -2.7699 0.2811 -2.0434 -0.4 0.4 -0.6
O -2.9410 6.4388 -0.5825 -0.5 3.0 0.4
O 1.1821 -4.0166 0.5987 -1.5 2.0 1.6
O 2.1886 4.3315 -4.8037 -0.8 -2.1 0.1
O 1.4193 -5.4961 -0.9660 -0.2 -0.9 1.1
O 2.2450 4.1196 -0.0723 0.2 -0.1 0.2
O 3.6660 2.6783 -4.6256 -2.0 -0.9 -0.1
O 0.8818 -1.1176 0.1252 1.6 0.5 -0.4
O -0.0995 0.5435 3.7342 0.1 0.8 0.2
O -1.1470 -0.6129 0.2756 -2.6 0.6 -0.2
C 1.3062 -5.2135 0.2517 0.6 -0.5 -3.5
C 0.2589 1.2434 -0.3786 -0.4 -1.6 0.5
C 1.2252 2.1645 -4.2187 0.6 -0.1 -0.2
C -2.6008 -2.8155 3.7929 0.3 -0.7 1.2
C 2.4626 3.0813 -4.6085 1.7 2.4 0.5
C 0.0100 -0.2089 0.0687 0.4 -0.8 -0.4
C -3.0054 4.1026 -1.0572 0.4 0.8 -0.9
C 1.4067 -6.3023 1.2804 -0.5 -0.2 0.5
C -1.7247 -2.8918 2.6208 2.7 1.9 -2.7
C -2.2966 5.4488 -0.8308 -2.9 -4.6 0.4
H 2.4433 -6.6131 1.4107 0.0 0.1 0.1
H -1.9253 -3.2667 4.5197 -0.2 0.1 0.7
H 3.0761 -1.0821 -1.6092 -0.1 -0.2 0.1
H 0.2691 1.1961 -1.4675 0.3 0.2 -0.1
H 0.6523 1.9478 -5.1203 -0.3 0.4 0.0
H -3.3122 -0.3904 -1.6296 0.0 -0.1 0.2
H 0.8293 -7.1652 0.9486 0.1 0.0 -0.1
H -2.7602 -1.7807 4.0961 -0.1 -0.1 -0.1
H -2.7386 3.3003 -0.3692 0.4 0.2 -0.3
H -3.4988 -3.4333 3.8051 0.0 0.3 -0.5
H 1.2068 1.6225 0.0035 -0.3 0.3 -0.1
H 2.0332 4.5320 0.7652 -0.1 0.1 0.2
H 0.6086 2.6345 -3.4525 -0.2 0.6 -0.4
H -0.6518 1.7634 -0.0814 0.4 0.5 0.1
H 0.9698 -5.9562 2.2172 0.3 0.0 0.1
H 2.4004 0.0768 -0.9076 -0.1 -0.3 0.1
H 1.3938 1.1777 -3.7877 0.9 -0.1 -0.1
H 2.6961 -0.8249 2.6632 0.0 0.2 -0.1
H -4.0928 4.1686 -1.0953 0.0 0.5 0.4
H -1.9606 0.2847 -1.5322 0.2 -0.2 0.4
H 1.4820 4.2913 -0.6241 -0.1 0.1 -0.4
H 1.6006 -1.6224 1.9882 -0.1 -0.1 -0.3
H -0.5860 0.3056 4.5235 0.0 -0.2 0.1
H -2.7457 3.9083 -2.0978 0.3 -0.8 0.0
H -0.4876 0.0078 3.0424 0.0 -0.6 -0.3
```
Forces are in eV/Å.

Output
Multiplicity: 2
Net charge: -2
HOMO-LUMO gap (spin up / spin down) in eV: 5.589 / 1.949

***

Density functional theory data (ωB97M-V/def2-TZVPD) for a molecular structure, C10H26Cl2N5PY.

Structure (XYZ):
```
45
Properties=species:S:1:pos:R:3:forces:R:3
Y -0.5019 -0.0662 3.9683 0.0 0.6 2.5
Cl -2.6990 -0.4842 2.9953 -0.9 -0.4 -0.8
Cl 1.5551 -0.0094 2.6382 0.9 0.1 -0.7
P 0.3285 0.1075 -1.9374 -0.3 -0.1 0.5
N -0.3313 -1.2877 5.8610 -0.1 -2.2 0.8
N -0.7593 -0.0432 6.3158 -0.8 2.0 -4.2
N -0.7154 -0.1139 7.6194 2.2 0.3 3.0
N -1.4168 0.7784 8.4175 -1.7 0.3 -0.3
N -0.4798 -1.3695 8.1003 0.2 -1.7 -0.8
C 0.3177 1.8807 -2.5429 0.1 -0.3 0.0
C 2.5742 -1.5166 -1.5296 0.2 0.1 0.0
C 2.0094 -0.4823 -2.5156 -0.2 0.2 0.0
C 0.1627 2.1113 -4.0463 0.0 0.4 -0.1
C -0.2177 -2.0404 6.9819 -0.6 1.2 0.4
C -0.6869 2.7287 -1.7488 0.1 0.1 0.0
C -0.8918 -2.2741 -2.6893 -0.2 -0.1 0.0
C -2.2756 -0.1729 -2.9110 -0.2 -0.1 0.0
C 2.1221 -0.9694 -3.9593 0.4 0.0 -0.1
C -0.8781 -0.7836 -3.0432 0.5 0.3 -0.3
H -0.5160 -0.6547 -4.0757 -0.3 -0.2 0.1
H 0.1408 1.8831 5.1205 0.2 -0.4 0.1
H -1.7284 2.4693 -1.9764 0.2 0.0 0.1
H 2.6088 0.4383 -2.4179 0.0 -0.3 0.0
H -2.5765 -0.0928 -1.8558 0.1 0.0 -0.3
H -0.5464 3.7832 -2.0175 -0.1 -0.1 0.0
H -1.2927 0.5666 9.4005 0.4 0.0 -0.4
H -0.5320 2.6378 -0.6679 -0.1 -0.1 -0.2
H 0.0224 -3.0923 6.9555 0.1 0.1 0.1
H -1.6811 -2.7744 -3.2661 0.1 0.0 0.1
H 0.0508 -2.7818 -2.9299 -0.2 0.2 0.1
H -2.3529 0.8191 -3.3730 0.1 -0.2 0.2
H 3.6331 -1.6915 -1.7610 -0.1 -0.1 0.0
H 0.0299 2.1451 4.3976 -0.3 0.4 -0.1
H 1.8288 -0.2052 -4.6890 -0.1 -0.2 0.2
H -3.0000 -0.8195 -3.4242 0.0 0.1 0.1
H 2.0562 -2.4817 -1.6061 0.0 0.2 0.0
H 3.1783 -1.2026 -4.1550 -0.2 -0.1 -0.1
H -1.1059 -2.4241 -1.6214 0.1 0.0 -0.2
H 1.3313 2.1983 -2.2472 -0.3 0.1 0.0
H -1.1811 1.7285 8.1617 0.4 -0.1 0.3
H 1.0611 1.8387 -4.6138 -0.2 -0.1 0.1
H 0.0035 3.1873 -4.2047 0.0 -0.2 -0.1
H 1.5489 -1.8879 -4.1469 0.1 0.3 0.1
H 2.5094 -1.1695 -0.4906 -0.1 -0.1 -0.2
H -0.7063 1.5897 -4.4700 0.3 0.1 0.1
```
Forces are in eV/Å.

Output
Net charge: -1
HOMO-LUMO gap (spin up / spin down) in eV: 3.037 / 3.029

***

Density functional theory data (ωB97M-V/def2-TZVPD) for a molecular structure, C10H26CoN2O2PS4.

Structure (XYZ):
```
46
Properties=species:S:1:pos:R:3:forces:R:3
Co 0.0798 1.0342 0.2645 0.0 0.1 -0.1
S 2.2813 0.6391 -0.1549 -0.1 0.0 0.0
S 0.5444 3.1665 0.5513 0.0 0.1 0.0
S -2.0745 1.5524 0.7972 0.1 0.0 0.0
S 0.5257 0.7089 2.3608 0.0 -0.1 0.0
P -0.4375 -1.9603 -1.2236 0.0 0.1 -0.1
O -0.4997 -0.4930 -0.7949 0.1 -0.1 0.2
O 0.2674 -2.9732 -0.3909 0.0 0.1 0.0
N -2.3470 -3.8751 -0.6667 0.0 0.0 -0.1
N 1.1561 -3.2765 -3.0578 0.0 0.0 0.0
C -2.1896 -2.5555 -1.3908 0.0 -0.1 0.0
C 1.9553 3.3240 -0.5881 0.0 0.0 0.0
C 0.3910 -1.9871 -2.8834 -0.1 0.0 0.0
C 1.6137 -0.7287 2.1516 0.0 0.0 0.0
C 2.8279 -0.1926 1.3982 0.0 0.0 0.0
C -1.0995 0.1393 2.9383 0.0 0.0 0.0
C 2.9993 2.3335 -0.0875 0.0 0.0 0.0
C -2.1151 3.3860 0.6003 0.0 0.0 0.0
C -0.9397 3.8412 -0.2587 0.0 0.0 0.0
C -2.0656 1.2744 2.6155 0.0 0.0 0.0
H -0.8640 4.9310 -0.2679 0.0 0.0 0.0
H -2.0959 3.8344 1.5934 0.0 0.0 0.0
H -3.0799 1.0140 2.9181 0.0 0.0 0.0
H -2.8635 -1.8249 -0.9483 0.0 0.0 0.0
H 1.6393 3.1290 -1.6139 0.0 0.0 0.0
H -2.4957 -2.6916 -2.4273 0.0 0.0 0.0
H 1.8979 -1.1038 3.1375 0.0 0.0 0.0
H -1.7822 2.2009 3.1157 0.0 0.0 0.0
H -1.0072 3.4849 -1.2878 0.0 0.0 0.0
H 3.4984 -1.0046 1.1211 0.0 0.0 0.0
H 3.8833 2.3488 -0.7251 0.0 0.0 0.0
H 3.3043 2.5450 0.9379 0.0 0.0 0.0
H 3.3914 0.5341 1.9836 0.0 0.0 0.0
H 1.0926 -1.5120 1.5975 0.0 0.0 0.0
H 1.4187 -3.6464 -2.1308 0.0 0.0 0.0
H -0.2776 -1.8509 -3.7327 0.0 0.0 0.0
H -1.4483 -4.1288 -0.2221 0.0 0.0 0.0
H -3.0615 3.6423 0.1248 0.0 0.0 0.0
H 2.0077 -3.1440 -3.6139 0.0 0.0 0.0
H 1.1101 -1.1693 -2.8921 0.0 0.0 0.0
H -1.3585 -0.7965 2.4429 0.0 0.0 0.0
H 2.3322 4.3471 -0.5229 0.0 0.0 0.0
H -2.6172 -4.6364 -1.2970 0.0 0.0 0.0
H -3.0708 -3.8371 0.0563 0.0 0.0 0.0
H 0.6104 -3.9946 -3.5431 0.0 0.0 0.0
H -1.0380 -0.0284 4.0160 0.0 0.0 0.0
```
Forces are in eV/Å.

Output
Net charge: +4
HOMO-LUMO gap (spin up / spin down) in eV: 8.118 / 8.119

***

no.,strongest force on any atom (eV Å⁻¹)
1,5.49
2,4.70
3,0.28